15
Properties=species:S:1:pos:R:3:forces:R:3 method="wB97M-V/def2-TZVPD" multiplicity=1 smiles="C=N.CNC" orbital_gap_ev=9.65
N 1.980 -0.984 -0.258 -1.49 1.03 0.60
N -2.302 1.166 1.091 -2.87 1.34 0.10
C 1.971 0.074 -1.367 -2.76 1.45 4.29
C 0.722 -0.897 0.617 -0.07 -1.85 -2.16
C -2.598 0.749 -0.077 1.77 -3.67 3.12
H 0.267 0.055 0.592 -0.66 1.27 -0.56
H 2.684 -0.721 0.405 0.84 0.03 -0.06
H -0.002 -1.690 0.236 0.70 1.11 0.50
H 0.885 0.047 -1.781 2.26 0.29 0.16
H -2.431 0.613 1.975 1.83 -0.17 -1.75
H -2.324 -0.318 -0.329 -0.72 0.56 -0.06
H -3.214 1.204 -0.784 -0.03 1.95 -1.42
H 0.821 -1.045 1.675 0.92 -0.61 0.46
H 2.771 -0.117 -1.979 1.37 -0.71 -2.06
H 2.238 1.145 -0.881 -1.09 -2.02 -1.16

---

15
Properties=species:S:1:pos:R:3:forces:R:3 method="wB97M-V/def2-TZVPD" multiplicity=2 s_squared=0.7591 total_charge=+1 orbital_gap_ev="9.26 / 4.37"
N 1.594 0.308 1.072 -0.97 -0.64 0.55
N -0.015 -0.018 2.751 0.99 1.37 -1.01
C -1.070 0.126 -2.644 0.18 1.26 -1.39
C -1.901 0.009 -3.679 0.21 -0.21 0.06
C 1.171 -0.590 2.079 0.25 -2.03 1.35
H 0.965 -1.611 1.757 -0.26 0.38 -0.64
H 1.889 -0.780 2.875 0.41 0.64 -0.16
H 1.198 0.186 0.144 0.06 0.51 0.08
H 1.976 1.189 1.384 0.22 0.22 -0.47
H -1.900 -0.784 -4.419 -0.14 -0.24 0.36
H -0.197 -0.472 -2.449 -0.13 -0.54 0.05
H 0.222 0.950 2.992 -0.64 -0.26 0.53
H -1.032 1.166 -2.341 -0.04 -0.12 1.10
H -0.944 -0.089 2.350 -0.10 -0.19 -0.27
H -2.588 0.830 -3.850 -0.04 -0.15 -0.15

---

16
Properties=species:S:1:pos:R:3:forces:R:3 method="wB97M-V/def2-TZVPD" multiplicity=1 smiles="[H]/N=C/NCC.O" orbital_gap_ev=10.09
O 2.872 1.754 0.097 -0.29 1.86 -1.38
N -0.435 -0.551 0.283 0.14 1.77 -0.09
N 1.044 -1.925 -0.807 0.13 0.61 0.71
C 0.077 -1.107 -0.882 0.12 -0.63 -0.38
C -1.404 0.504 0.041 -2.46 2.49 -2.84
C -2.487 0.593 1.071 0.37 1.44 3.77
H -0.505 -0.821 -1.817 0.73 -0.41 1.06
H 0.270 -0.261 1.017 -1.06 -0.92 -1.35
H 2.895 1.693 1.030 0.15 -0.84 1.11
H -1.068 1.556 -0.216 0.84 -0.94 1.16
H -3.262 -0.151 1.125 0.34 -0.93 -0.10
H -3.081 1.500 1.311 0.41 0.30 -1.73
H -1.953 0.718 2.073 -0.49 -1.23 -0.73
H -1.988 0.483 -0.969 1.19 -1.39 1.28
H 1.399 -2.303 -1.659 -0.21 -0.08 -0.78
H 2.937 0.943 -0.381 0.10 -1.09 0.28

---

16
Properties=species:S:1:pos:R:3:forces:R:3 method="wB97M-V/def2-TZVPD" multiplicity=1 smiles="C=CO.NCN" orbital_gap_ev=9.77
O -0.103 2.085 0.219 0.46 -0.16 0.64
N -0.834 -0.967 1.228 -0.30 0.57 -0.93
N -1.050 -1.604 -1.206 -0.58 1.03 -0.06
C 1.711 0.655 -0.263 0.32 0.84 0.53
C 1.210 1.882 -0.163 -0.86 -0.05 -0.14
C -0.537 -1.887 0.123 0.41 -0.60 0.00
H -0.157 2.957 0.621 -0.22 0.06 0.02
H 1.326 -0.080 0.429 -0.37 -0.44 -0.68
H -0.865 -2.881 0.430 -0.09 -0.04 -0.07
H 2.618 0.511 -0.829 0.28 -0.09 0.38
H 0.541 -1.974 -0.014 0.05 0.09 0.16
H 1.687 2.826 -0.364 0.44 -0.02 -0.76
H -0.664 -0.709 -1.513 0.41 -0.28 -0.06
H -2.041 -1.360 -1.176 -0.05 -0.54 0.17
H -1.134 -0.083 0.810 0.70 0.18 0.11
H -1.703 -1.259 1.623 -0.58 -0.54 0.69

---

16
Properties=species:S:1:pos:R:3:forces:R:3 method="wB97M-V/def2-TZVPD" multiplicity=1 smiles="CN=O.CCN" orbital_gap_ev=8.38
O -1.146 -1.636 -0.410 -1.34 2.00 2.23
N -1.479 -0.837 0.481 1.34 -2.55 -2.15
N 2.010 -1.064 0.417 -1.96 0.12 1.02
C 0.642 0.988 -0.089 -2.43 1.37 -0.31
C 1.943 0.249 -0.197 -1.88 -2.26 -1.58
C -2.803 -0.252 0.378 -1.78 -3.85 -0.36
H 0.111 1.009 0.881 1.17 0.00 0.17
H -3.569 -0.810 -0.232 1.24 0.20 -0.22
H -3.226 -0.422 1.350 0.00 1.12 0.88
H 2.630 0.890 0.213 2.01 1.21 1.21
H 2.174 0.160 -1.261 0.10 0.30 -0.28
H -2.717 0.691 -0.017 0.16 2.58 -0.21
H 1.222 -1.680 0.185 0.27 0.71 0.02
H -0.308 0.716 -0.700 2.35 0.29 0.00
H 2.810 -1.543 0.141 1.68 -0.81 -0.47
H 0.970 2.025 -0.335 -0.92 -0.42 0.05

---

16
Properties=species:S:1:pos:R:3:forces:R:3 method="wB97M-V/def2-TZVPD" multiplicity=1 smiles="C/C(N)=C/N.O" orbital_gap_ev=8.31
O 2.454 1.444 -0.994 0.00 0.83 -0.32
N -0.932 0.992 -0.459 -1.03 -0.59 0.00
N 0.853 -1.042 -1.135 0.69 0.00 0.77
C 0.318 -0.953 0.227 0.14 0.17 -2.43
C -0.662 -0.068 0.423 -0.09 0.21 0.68
C -1.730 -0.264 1.451 -0.51 0.80 1.65
H 0.170 -0.830 -1.851 -0.14 0.16 0.21
H 2.505 0.483 -0.981 -0.10 -0.10 0.40
H -2.651 -0.646 1.002 0.27 -0.19 -0.28
H 0.866 -1.595 0.897 -0.87 -0.35 0.44
H -1.471 -0.911 2.284 0.38 -0.52 -0.26
H -0.498 1.050 -1.358 0.56 0.21 0.18
H -1.104 1.869 0.011 -0.01 -0.12 -0.28
H -2.096 0.618 2.015 0.48 0.23 -0.64
H 1.108 -2.002 -1.307 0.26 -0.12 0.01
H 2.870 1.854 -0.226 -0.03 -0.62 -0.13

---

16
Properties=species:S:1:pos:R:3:forces:R:3 method="wB97M-V/def2-TZVPD" multiplicity=1 smiles="C=CN.NCO" orbital_gap_ev=8.97
O 2.315 0.435 0.884 0.13 0.30 -0.12
N 1.293 1.000 -1.199 -0.48 0.62 -0.23
N -1.329 -0.782 1.514 0.25 -0.22 0.17
C -1.680 -0.120 0.354 0.23 -0.59 -0.23
C 1.911 -0.016 -0.429 0.19 0.04 1.06
C -2.544 -0.622 -0.524 -1.06 0.20 -0.21
H -1.515 -1.772 1.499 -0.07 -0.03 0.18
H 2.768 -0.473 -0.924 -0.07 0.14 -0.33
H 1.190 -0.787 -0.171 -0.12 -0.19 -0.31
H 2.689 1.322 0.780 0.05 -0.29 0.06
H -1.125 0.779 0.155 -0.37 0.57 0.24
H -0.477 -0.544 1.991 0.17 0.10 -0.21
H -2.965 -1.611 -0.386 0.00 -0.06 0.27
H 1.885 1.645 -1.704 0.40 -0.31 0.04
H -3.113 -0.027 -1.237 0.85 0.01 -0.18
H 0.696 1.571 -0.605 -0.08 -0.28 -0.21

---

16
Properties=species:S:1:pos:R:3:forces:R:3 method="wB97M-V/def2-TZVPD" multiplicity=1 orbital_gap_ev=10.28
O 2.237 -1.007 1.829 -0.12 0.04 0.14
N 0.224 2.248 -1.025 -0.75 -0.05 -0.19
N 0.271 0.209 0.205 -0.28 -0.35 -0.37
C -0.898 -0.303 -0.492 -0.58 -0.25 0.34
C 0.732 1.335 -0.136 0.76 0.32 -0.61
C -1.590 -1.383 0.336 0.13 0.19 0.02
H 3.049 -1.444 1.566 -0.12 -0.06 -0.28
H -1.550 -1.132 1.393 -0.08 0.07 0.06
H -2.631 -1.476 0.032 0.00 -0.20 0.00
H -1.074 -2.331 0.207 -0.07 -0.17 0.05
H 1.697 1.651 0.245 0.04 -0.07 0.37
H -0.609 -0.767 -1.434 0.31 0.14 -0.24
H 1.628 -0.910 1.066 0.28 0.13 0.31
H -1.652 0.446 -0.757 0.10 0.25 0.17
H 0.849 2.787 -1.598 0.10 0.09 0.27
H -0.682 2.076 -1.437 0.28 -0.08 -0.05

---

| no. | M (g mol⁻¹) |
| --- | --- |
| 1 | 74.127 |
| 2 | 74.127 |
| 3 | 90.126 |
| 4 | 90.126 |
| 5 | 90.126 |
| 6 | 90.126 |
| 7 | 90.126 |
| 8 | 90.126 |